Entry 1:
C26H20N2O5PPd | ωB97M-V with the def2-TZVPD basis set

```
55
Properties=species:S:1:pos:R:3:forces:R:3
Pd -0.913 1.317 -0.544 0.0 0.8 -0.7
O -4.084 -0.406 -2.539 0.0 -0.1 0.0
C -3.193 0.107 -1.761 0.0 -0.2 0.0
O -1.997 0.253 -2.072 -0.1 0.2 0.0
C -3.683 0.544 -0.423 0.0 0.0 0.0
C -4.945 0.470 0.127 0.1 0.1 -0.1
C -5.134 1.047 1.391 0.0 0.0 0.1
C -4.098 1.706 2.047 -0.1 0.0 0.0
C -2.858 1.741 1.429 0.1 0.0 -0.1
N -2.699 1.142 0.256 0.3 -0.4 0.5
C -1.602 2.448 1.910 0.1 -0.1 0.0
O -1.545 3.045 2.930 0.0 0.0 0.0
O -0.532 2.316 1.075 -0.4 0.0 0.0
H -3.735 -0.646 -3.418 0.0 0.0 0.0
H -5.759 0.001 -0.409 0.0 0.0 0.0
H -6.113 1.001 1.850 0.0 0.0 0.0
H -4.239 2.195 3.002 0.0 0.0 0.0
O -0.225 3.685 -1.503 0.0 0.0 -0.1
N 0.464 2.480 -1.513 0.1 -0.1 0.5
C 1.740 2.585 -1.510 0.0 0.0 -0.2
C 2.624 1.440 -1.562 0.0 0.0 0.1
C 3.840 1.638 -2.203 0.0 0.0 0.0
C 4.641 0.551 -2.546 0.0 0.0 0.0
C 4.228 -0.734 -2.246 0.0 0.0 0.0
C 3.026 -0.949 -1.573 0.0 0.0 0.1
C 2.231 0.134 -1.199 -0.1 -0.1 -0.1
P 0.890 -0.247 -0.097 0.1 -0.4 0.2
C 0.135 -1.761 -0.531 -0.2 0.2 0.2
C -0.079 -2.093 -1.883 0.1 -0.1 0.0
C -0.623 -3.319 -2.193 0.0 0.0 0.0
C -0.974 -4.205 -1.171 0.0 0.0 0.0
C -0.787 -3.871 0.169 0.0 0.0 0.0
C -0.241 -2.647 0.500 0.0 0.0 0.0
C 1.336 -0.099 1.597 0.1 0.2 -0.1
C 2.707 -0.260 1.877 0.0 0.2 0.0
C 3.133 -0.270 3.193 0.0 0.0 0.0
C 2.219 -0.087 4.222 0.0 0.0 0.0
C 0.861 0.083 3.944 0.0 0.0 0.0
C 0.417 0.073 2.642 -0.1 -0.3 0.0
H -0.541 3.829 -2.413 0.0 0.0 0.0
H 2.148 3.589 -1.610 0.0 0.0 -0.1
H 4.149 2.641 -2.470 0.0 0.0 0.0
H 5.578 0.716 -3.061 0.0 0.0 0.0
H 4.846 -1.582 -2.512 0.0 0.0 0.0
H 2.745 -1.959 -1.302 0.0 0.0 0.0
H 0.212 -1.409 -2.672 0.0 0.0 0.0
H -0.766 -3.606 -3.227 0.0 0.0 0.0
H -1.387 -5.173 -1.425 0.0 0.0 0.0
H -1.051 -4.576 0.946 0.0 0.0 0.0
H -0.061 -2.392 1.536 0.0 0.0 0.0
H 3.435 -0.389 1.088 0.0 0.0 0.0
H 4.183 -0.407 3.413 0.0 0.0 0.0
H 2.560 -0.082 5.248 0.0 0.0 0.0
H 0.156 0.226 4.751 0.0 0.0 0.0
H -0.641 0.166 2.443 0.0 0.0 0.0
```
Forces are in eV/Å.

Electronic energy ... -1956.6703 Ha
Total charge ... +3
Orbital gap ... 6.11 eV
2S+1 ... 1
Energy relative to the best compared isomer or geometry (same formula, charge and spin) ... 24.5 kcal/mol
HOMO level ... -0.6652 Eh

=====

Entry 2:
C6H14HgO3 | ωB97M-V with the def2-TZVPD basis set

```
24
Properties=species:S:1:pos:R:3:forces:R:3
H 1.130 -1.689 -5.074 0.3 0.2 -0.2
C 1.744 -0.793 -4.925 -1.0 0.9 0.3
H 2.191 -0.443 -5.862 -0.1 -0.3 0.2
H 2.540 -1.019 -4.206 -0.2 0.2 -0.1
H 1.046 0.041 -4.574 1.1 -1.1 -0.3
C 0.787 5.798 -1.030 0.6 1.6 0.2
O 0.316 4.446 -0.969 0.8 1.5 -2.3
C 0.950 3.561 -1.898 1.0 -0.8 -0.9
C 0.148 2.276 -1.921 1.2 -2.1 -2.5
O -0.043 1.840 -0.550 0.0 -1.3 -1.4
C 0.179 0.423 -0.447 0.4 -1.9 0.4
C 0.287 0.014 -1.911 -0.3 -0.1 0.0
O 0.857 1.171 -2.528 -0.5 2.3 1.3
H 0.045 6.433 -0.536 0.1 -0.1 -0.1
H 1.750 5.869 -0.510 -0.2 0.0 -0.2
H 0.887 6.092 -2.082 -0.1 -0.1 0.3
H 1.977 3.355 -1.568 -0.2 0.1 -0.1
H 0.946 4.028 -2.891 0.0 -0.1 0.2
H -0.795 2.383 -2.481 -0.2 0.1 0.7
H -0.664 -0.047 0.069 0.2 0.2 -0.1
H 1.110 0.290 0.115 -0.2 0.0 -0.2
H -0.707 -0.167 -2.343 0.2 -0.2 0.1
H 0.951 -0.841 -2.063 -0.2 0.2 -0.1
Hg -0.602 3.444 0.438 -2.7 0.8 4.7
```
Forces are in eV/Å.

Electronic energy ... -615.3016 Ha
Total charge ... +2
Orbital gap ... 5.53 eV
2S+1 ... 1
Energy relative to the best compared isomer or geometry (same formula, charge and spin) ... 0.0 kcal/mol
HOMO level ... -0.6464 Eh

=====

Entry 3:
C7H10 | ωB97M-V with the def2-TZVPD basis set

```
17
Properties=species:S:1:pos:R:3:forces:R:3
C -0.586 2.595 -0.426 -0.1 1.2 -2.4
C -0.909 1.513 0.252 1.5 -1.2 -0.4
C 0.282 0.487 0.329 -3.1 -4.1 0.8
C -0.022 -0.381 1.595 -1.7 2.8 -0.2
C 0.643 -0.707 -0.621 -3.4 3.4 -1.2
C 0.497 -1.213 -1.811 2.1 -0.7 -1.3
C 0.446 -2.128 -0.630 0.7 -3.0 0.3
H -1.287 3.397 -0.744 0.5 -0.4 0.8
H 0.390 2.613 -1.018 -1.3 0.0 1.1
H -1.838 1.346 0.866 1.1 0.1 -1.0
H 1.174 0.973 0.333 2.4 1.9 1.0
H 0.667 -1.140 1.621 1.9 -1.5 1.0
H -1.022 -0.901 1.555 0.8 0.9 -0.3
H -0.031 0.385 2.376 0.1 -0.9 0.8
H 0.764 -1.381 -2.876 -0.8 0.7 1.0
H 1.309 -2.774 -0.353 -0.3 0.4 -0.2
H -0.476 -2.684 -0.445 -0.2 0.4 0.2
```
Forces are in eV/Å.

SMILES ... C=C[C@@H](C)C1=CC1
Electronic energy ... -272.5294 Ha
Total charge ... 0
Orbital gap ... 10.14 eV
2S+1 ... 1
Energy relative to the best compared isomer or geometry (same formula, charge and spin) ... 118.4 kcal/mol
HOMO level ... -0.3300 Eh

=====

Entry 4:
C12H12CrN8O2S | ωB97M-V with the def2-TZVPD basis set

```
36
Properties=species:S:1:pos:R:3:forces:R:3
Cr 1.030 0.284 1.151 1.1 0.6 0.0
N 1.948 2.128 1.954 -0.1 -0.3 0.0
N 3.188 1.751 2.513 0.1 0.1 -0.1
C 3.416 0.368 2.707 -0.3 -0.2 -0.1
O 4.270 0.030 3.496 0.1 0.0 -0.1
O 2.657 -0.393 1.973 0.2 -0.1 0.3
H 2.094 2.836 1.245 0.0 0.0 -0.1
H 1.322 2.512 2.655 0.0 0.0 0.1
H 3.553 2.344 3.241 0.0 0.0 0.1
C 0.850 0.226 -4.346 -0.1 -0.1 0.1
N 0.061 -0.501 -3.362 0.1 0.1 -0.3
C -1.036 -1.300 -3.640 0.2 0.2 -0.2
C -1.476 -1.792 -2.482 0.1 0.0 0.3
N -0.637 -1.293 -1.474 -0.1 -0.1 0.3
C 0.332 -0.482 -2.034 -0.3 -0.2 -0.1
S 1.611 0.379 -1.377 0.0 -0.1 -0.1
C -0.868 -1.598 -0.103 -0.1 0.1 -0.4
C -2.155 -1.877 0.320 -0.2 0.0 0.0
C -2.354 -2.179 1.657 -0.1 0.0 0.0
C -1.273 -2.221 2.516 0.1 0.0 0.1
C -0.020 -1.936 1.998 -0.2 -0.3 0.2
N 0.175 -1.609 0.711 0.1 -0.3 0.1
H 0.487 -0.040 -5.335 0.0 0.0 0.0
H 1.900 -0.042 -4.249 0.0 0.0 0.0
H 0.753 1.298 -4.189 0.0 0.0 0.0
H -1.394 -1.460 -4.642 0.1 0.0 0.0
H -2.272 -2.483 -2.276 0.0 0.0 0.0
H -2.990 -1.812 -0.362 0.0 0.0 0.1
H -3.356 -2.369 2.022 0.0 0.0 0.0
H -1.388 -2.460 3.564 0.0 0.0 0.0
H 0.876 -2.002 2.604 0.0 0.1 0.0
N -0.698 1.176 0.851 -0.6 0.5 0.0
C -1.470 2.056 0.747 0.0 0.1 -0.1
N -2.404 2.888 0.604 -0.4 0.1 -0.1
C -2.349 4.209 0.654 0.2 -0.1 0.1
N -2.386 5.366 0.690 0.0 -0.2 0.0
```
Forces are in eV/Å.

Expectation value of S² ... 6.01
Electronic energy ... -2495.7364 Ha
Total charge ... 0
Orbital gap (spin up / spin down) ... 7.33 / 8.08 eV
2S+1 ... 5
HOMO level (spin up / spin down) ... -0.2857 / -0.3170 Eh